1:
{
  "formula": "CH3I2O2P",
  "method": "ωB97M-V/def2-TZVPD",
  "species": ["C", "O", "O", "P", "I", "I", "H", "H", "H"],
  "xyz": [[-0.1959, -0.0974, -0.0545], [3.1708, -1.0651, -1.1637], [1.4366, -1.6162, 1.7252], [0.9154, -1.5526, 0.3406], [4.6448, -0.8541, 0.0316], [-0.2588, -3.6558, 0.0305], [-1.0306, 0.1209, 0.7157], [0.6703, 0.7238, -0.0691], [-0.7321, -0.2342, -1.0422]],
  "nbo_charge": [-1.0037, -0.8899, -0.9775, 1.5836, 0.4904, -0.0386, 0.2821, 0.2839, 0.2697],
  "multiplicity": 1,
  "orbital_gap_ev": [5.537, 5.549],
  "charge": 0
}

***

2:
{
  "formula": "CH3I2O2P",
  "method": "ωB97M-V/def2-TZVPD",
  "species": ["C", "O", "O", "P", "I", "I", "H", "H", "H"],
  "xyz": [[-0.1128, 0.0243, -0.1477], [-1.9146, -0.6601, -2.2486], [-2.3438, -1.3124, 0.2256], [-1.7628, -0.2833, -0.8556], [-4.1852, -1.9780, 0.0155], [-3.7669, 2.3068, 0.0509], [0.5255, -0.7958, -0.4688], [0.2661, 0.9656, -0.5359], [-0.2015, 0.0624, 0.9305]],
  "nbo_charge": [-0.9946, -0.9870, -1.0072, 2.0874, 0.5470, -0.4619, 0.2695, 0.2727, 0.2739],
  "multiplicity": 1,
  "orbital_gap_ev": [6.723, 6.672],
  "charge": 0
}

***

Which of them is the least stable? Correct choice: 1.

***

1:
{
  "formula": "C4H7NO3",
  "method": "ωB97M-V/def2-TZVPD",
  "species": ["C", "C", "C", "N", "C", "O", "O", "O", "H", "H", "H", "H", "H", "H", "H"],
  "xyz": [[0.5144, -0.1478, -0.1420], [-1.9373, -0.7832, 0.1897], [0.9957, -0.2343, 1.2750], [-0.9450, -0.3806, -0.7800], [0.8745, 1.1367, -0.8592], [0.2536, -1.2617, -0.8378], [1.3389, 0.9415, -2.0925], [0.7730, 2.2109, -0.3253], [1.4636, 1.7893, -2.5265], [-2.8229, -1.0255, -0.4103], [-1.6900, -1.6393, 0.8271], [-2.1709, 0.0890, 0.8126], [2.0802, -0.2023, 1.2840], [0.6382, -1.1345, 1.7644], [0.6339, 0.6420, 1.8207]],
  "nbo_charge": [0.2740, -0.4652, -0.6638, -0.1268, 0.7578, -0.3636, -0.6587, -0.5972, 0.4963, 0.2132, 0.2054, 0.2103, 0.2411, 0.2307, 0.2466],
  "multiplicity": 1,
  "orbital_gap_ev": 10.613,
  "smiles": "CN1O[C@@]1(C)C(=O)O",
  "charge": 0
}

***

2:
{
  "formula": "C4H7NO3",
  "method": "ωB97M-V/def2-TZVPD",
  "species": ["C", "C", "C", "C", "O", "O", "O", "N", "H", "H", "H", "H", "H", "H", "H"],
  "xyz": [[2.1405, 0.1927, -0.6009], [-0.1418, 0.6538, -0.0354], [-1.3370, -0.1451, -0.1790], [-2.3405, -0.7669, -0.7352], [0.7826, 0.2541, -1.0245], [0.1795, -1.3221, 1.4305], [-0.1391, 2.0170, 0.1523], [-0.5110, -0.1200, 1.1235], [0.0474, -1.4353, 2.3809], [-0.6059, 2.2247, 0.9703], [2.7266, 0.0167, -1.5006], [2.4474, 1.1269, -0.1265], [2.2916, -0.6448, 0.0858], [-2.9240, -1.4887, -0.1845], [-2.6164, -0.5630, -1.7566]],
  "nbo_charge": [-0.2627, 0.5683, 0.1038, -0.4159, -0.4980, -0.5688, -0.6862, -0.2042, 0.4789, 0.4897, 0.1940, 0.1800, 0.1860, 0.2137, 0.2213],
  "multiplicity": 1,
  "orbital_gap_ev": 10.177,
  "smiles": "C=C1N(O)[C@@]1(O)OC",
  "charge": 0
}

***

3:
{
  "formula": "C4H7NO3",
  "method": "ωB97M-V/def2-TZVPD",
  "species": ["C", "C", "C", "C", "N", "O", "O", "O", "H", "H", "H", "H", "H", "H", "H"],
  "xyz": [[1.8277, -1.1042, 0.1037], [0.9924, -0.0623, 0.0387], [-1.9253, 0.4595, 0.3376], [-0.8208, 0.5273, 1.3191], [1.0715, 0.0358, -2.0285], [1.6311, -0.8875, -2.5298], [0.6506, 1.0005, -2.6209], [0.4196, 0.8724, 0.7426], [2.1327, -1.4474, 1.0593], [2.2160, -1.7080, -0.7617], [-1.6441, -0.1475, -0.4987], [-2.7617, 0.0210, 0.8853], [-2.0917, 1.4064, 0.0144], [-0.7858, -0.3443, 1.9581], [-0.9122, 1.3781, 1.9806]],
  "nbo_charge": [-0.5025, 0.4390, -0.6277, -0.0558, 0.4663, -0.3961, -0.3946, -0.4708, 0.2171, 0.2841, 0.2242, 0.2205, 0.2184, 0.1813, 0.1967],
  "multiplicity": 1,
  "orbital_gap_ev": [9.939, 9.939],
  "charge": 0
}

***

4:
{
  "formula": "C4H7NO3",
  "method": "ωB97M-V/def2-TZVPD",
  "species": ["C", "C", "C", "C", "H", "H", "H", "H", "H", "H", "H", "N", "O", "O", "O"],
  "xyz": [[0.2636, -2.0527, 0.7347], [0.0063, -0.1730, -0.3884], [-1.3085, -0.2587, -0.7591], [0.7712, 1.7922, 0.8425], [-0.7394, -1.8557, 1.3071], [0.9944, -2.2759, 1.5265], [0.1028, -2.7656, -0.1463], [-1.8856, -1.1879, -0.6217], [-1.6573, 0.7714, -1.3280], [0.3242, 1.7981, -2.1715], [0.8611, 2.8227, 0.7852], [0.5296, 1.1887, -0.4624], [0.9732, -0.9663, 0.2127], [-0.2530, 1.9740, -1.3525], [1.0173, 1.1887, 1.8212]],
  "nbo_charge": [-0.2818, 0.4166, -0.5964, 0.5358, 0.1930, 0.2135, 0.1888, 0.2223, 0.2776, 0.4896, 0.1221, -0.2353, -0.4768, -0.5497, -0.5193],
  "multiplicity": 1,
  "orbital_gap_ev": 9.476,
  "smiles": "C=C(OC)N(O)C=O",
  "charge": 0
}

***

Which of them is the least stable? Correct choice: 3.

***

1:
{
  "formula": "C4H7NO3",
  "method": "ωB97M-V/def2-TZVPD",
  "species": ["C", "C", "C", "C", "N", "O", "O", "O", "H", "H", "H", "H", "H", "H", "H"],
  "xyz": [[-1.0698, -1.6630, -0.2827], [0.9302, 0.2002, 1.3542], [0.2893, 0.6583, -0.4653], [-0.4500, -0.3677, -0.5206], [0.6665, 1.9480, -0.6223], [0.4539, -0.7858, 2.1406], [-0.7474, 0.3498, -2.1942], [1.7300, 1.0085, 1.7609], [0.9645, -0.7918, 2.9725], [-1.4075, 1.0505, -2.0695], [1.2656, 2.2614, 0.1398], [1.0455, 2.1353, -1.5414], [-0.5371, -2.2044, 0.4982], [-2.1098, -1.5400, 0.0240], [-1.0238, -2.2595, -1.1941]],
  "nbo_charge": [-0.6866, 0.6888, 0.2815, 0.2417, -0.8276, -0.7148, -0.8698, -0.6518, 0.4941, 0.4468, 0.4255, 0.4084, 0.2665, 0.2393, 0.2581],
  "multiplicity": 1,
  "orbital_gap_ev": 9.035,
  "charge": 0
}

***

2:
{
  "formula": "C4H7NO3",
  "method": "ωB97M-V/def2-TZVPD",
  "species": ["C", "C", "C", "C", "H", "H", "H", "H", "H", "H", "H", "N", "O", "O", "O"],
  "xyz": [[1.2190, 2.1641, -0.1668], [0.3833, -0.2494, 0.1496], [-1.0199, 0.1260, 0.1604], [-2.0522, -1.0324, -0.1763], [1.5635, 2.6057, 1.4056], [0.0263, 2.3238, -0.6274], [2.2467, 2.1152, -1.0922], [1.9993, -2.7679, -0.0316], [-2.9274, -0.5071, -0.5041], [-2.4601, -1.5149, 1.0865], [-1.7028, -1.9125, -0.8674], [0.5905, -1.4950, -0.0178], [1.4088, 0.5651, 0.0304], [1.9763, -1.7019, 0.2633], [-1.2512, 1.2812, 0.3877]],
  "nbo_charge": [-0.3298, 0.3548, 0.5310, -0.6919, 0.2291, 0.2732, 0.2477, 0.4752, 0.2239, 0.2289, 0.2681, -0.1715, -0.5391, -0.5529, -0.5468],
  "multiplicity": 1,
  "orbital_gap_ev": 9.065,
  "charge": 0
}

***

Which of them is the least stable? Correct choice: 2.

***

1:
{
  "formula": "C4H7NO3",
  "method": "ωB97M-V/def2-TZVPD",
  "species": ["C", "C", "C", "C", "N", "O", "O", "O", "H", "H", "H", "H", "H", "H", "H"],
  "xyz": [[0.9952, -1.1353, -1.5919], [-0.4959, -1.1314, 1.3796], [-0.8588, 1.1146, 0.2027], [0.2054, -0.0319, 0.6422], [-0.2131, 2.1730, -0.3132], [-0.1481, -0.7212, -1.5804], [-2.0487, 1.0253, 0.3807], [1.3723, 0.2888, 0.7285], [-0.7249, 2.9614, -0.6717], [0.7932, 2.1453, -0.3578], [1.8985, -0.6136, -1.2419], [1.2700, -1.9496, -2.2794], [-1.2920, -1.5239, 0.7527], [-0.9663, -0.7049, 2.2649], [0.2133, -1.8966, 1.6850]],
  "nbo_charge": [0.2872, -0.7294, 0.5922, 0.5415, -0.8185, -0.4880, -0.6069, -0.5918, 0.4036, 0.4116, 0.1462, 0.1155, 0.2537, 0.2599, 0.2232],
  "multiplicity": 1,
  "orbital_gap_ev": 9.206,
  "smiles": "CC(=O)C(N)=O.C=O",
  "charge": 0
}

***

2:
{
  "formula": "C4H7NO3",
  "method": "ωB97M-V/def2-TZVPD",
  "species": ["C", "C", "C", "C", "H", "H", "H", "H", "H", "H", "H", "N", "O", "O", "O"],
  "xyz": [[2.2769, 0.7293, -0.0447], [1.3805, -1.5613, 0.0034], [-1.9042, -0.5437, -0.0602], [-2.4005, 0.9117, 0.0143], [3.3056, 1.1467, -0.0081], [1.7795, 1.1833, 0.8520], [1.7614, 1.1226, -0.9230], [1.7421, -2.5946, 0.0820], [-1.7313, 1.5142, -0.4941], [-2.3472, 1.2320, 1.0606], [-3.3697, 0.9693, -0.3971], [0.1385, -1.5505, 0.0218], [2.4166, -0.6535, -0.0268], [-0.5745, -0.3295, -0.0383], [-2.4738, -1.5760, -0.0418]],
  "nbo_charge": [-0.2563, 0.3720, 0.8025, -0.7080, 0.1973, 0.1811, 0.1842, 0.1925, 0.2265, 0.2372, 0.2270, -0.2100, -0.5021, -0.4084, -0.5356],
  "multiplicity": 1,
  "orbital_gap_ev": 10.847,
  "smiles": "CO/C=N\\OC(C)=O",
  "charge": 0
}

***

Which of them is the least stable? Correct choice: 2.

***

1:
{
  "formula": "C4H4ClF",
  "method": "ωB97M-V/def2-TZVPD",
  "species": ["C", "C", "C", "C", "H", "H", "H", "H", "F", "Cl"],
  "xyz": [[1.1624, 0.1409, -0.3284], [0.1315, -0.0590, 0.7580], [-1.1054, 0.0280, 0.0583], [-2.0654, -0.1059, -0.6547], [1.0835, 1.0661, -0.8383], [0.9544, -0.7216, -0.9648], [2.1314, 0.0843, 0.1426], [-2.7736, -0.2293, -1.5220], [0.3322, -1.2991, 1.2108], [0.1491, 1.0956, 2.1386]],
  "nbo_charge": [-0.6168, 0.2968, -0.0915, -0.1776, 0.2287, 0.2338, 0.2248, 0.2583, -0.3196, -0.0369],
  "multiplicity": 1,
  "orbital_gap_ev": 11.567,
  "smiles": "C#C[C@](C)(F)Cl",
  "charge": 0
}

***

2:
{
  "formula": "C4H4ClF",
  "method": "ωB97M-V/def2-TZVPD",
  "species": ["C", "C", "C", "C", "F", "Cl", "H", "H", "H", "H"],
  "xyz": [[0.8759, -0.0924, 0.0915], [-0.6529, 0.0082, -0.0924], [1.9189, 0.7990, -0.0184], [-1.8522, -0.8875, -0.1101], [-1.0301, 1.3415, 0.0818], [-3.4569, -0.2750, 0.0500], [1.0822, -1.1501, 0.4344], [2.1564, 1.8622, -0.4308], [2.8128, 0.3631, 0.3385], [-1.8541, -1.9690, -0.3446]],
  "nbo_charge": [-0.2638, 0.3586, -0.3528, -0.3105, -0.3521, 0.0397, 0.2186, 0.2341, 0.1971, 0.2312],
  "multiplicity": 1,
  "orbital_gap_ev": 8.683,
  "smiles": "C=C/C(F)=C/Cl",
  "charge": 0
}

***

3:
{
  "formula": "C4H4ClF",
  "method": "ωB97M-V/def2-TZVPD",
  "species": ["C", "C", "C", "C", "H", "H", "H", "H", "F", "Cl"],
  "xyz": [[-1.7675, 0.2105, -0.0081], [-0.5509, -0.3699, -0.0192], [0.6673, 0.4603, -0.0204], [1.8947, -0.0681, -0.0257], [-1.9791, 1.2917, 0.0352], [-0.4900, -1.4491, 0.0056], [0.6607, 1.5390, 0.0360], [2.7530, 0.5436, 0.0077], [2.0588, -1.4373, -0.0002], [-3.2469, -0.7206, -0.0109]],
  "nbo_charge": [-0.1836, -0.2534, -0.3070, 0.2471, 0.2155, 0.2387, 0.2260, 0.1752, -0.3427, -0.0157],
  "multiplicity": 1,
  "orbital_gap_ev": 9.644,
  "smiles": "F/C=C\\C=C\\Cl",
  "charge": 0
}

***

Which of them is the least stable? Correct choice: 2.

***

1:
{
  "formula": "C2H2Cl2OS",
  "method": "ωB97M-V/def2-TZVPD",
  "species": ["C", "C", "O", "S", "Cl", "Cl", "H", "H"],
  "xyz": [[1.3424, 0.2586, 0.1873], [0.4301, 1.1542, -0.0819], [2.6523, 0.4646, 0.3012], [-3.2590, -0.9357, -0.1156], [0.8320, -1.4374, 0.5063], [-1.1963, 1.0538, -0.2872], [3.1027, -0.3677, 0.5007], [-3.9042, -0.1903, -1.0108]],
  "nbo_charge": [0.1987, -0.1572, -0.6467, -0.3170, -0.0281, 0.3369, 0.5059, 0.1076],
  "multiplicity": 1,
  "orbital_gap_ev": 5.397,
  "charge": 0
}

***

2:
{
  "formula": "C2H2Cl2OS",
  "method": "ωB97M-V/def2-TZVPD",
  "species": ["C", "C", "O", "S", "Cl", "Cl", "H", "H"],
  "xyz": [[-0.5978, 0.4758, 0.0581], [-0.1454, 0.6341, -1.1807], [-1.4427, 1.2326, 0.7351], [1.0783, -0.7934, -2.2148], [0.0647, -0.8871, 0.9803], [-0.4310, 1.9139, -2.1968], [-1.3171, 1.3061, 1.7780], [2.3085, -0.4392, -1.5093]],
  "nbo_charge": [0.2353, -0.2006, -0.6695, -0.1020, -0.0327, 0.0856, 0.5230, 0.1609],
  "multiplicity": 1,
  "orbital_gap_ev": 9.124,
  "smiles": "O/C(Cl)=C(/S)Cl",
  "charge": 0
}

***

Which of them is the least stable? Correct choice: 1.